C23H25Cl3IrN2O3P2S | ωB97M-V/def2-TZVPD

```
60
Properties=species:S:1:pos:R:3
Ir 0.230 -0.404 -0.348
C 2.380 -0.061 2.732
P 1.509 0.785 1.379
C 0.502 2.024 2.246
C 2.840 1.769 0.598
C 2.414 2.341 -0.753
P 1.726 1.016 -1.816
C 3.251 0.056 -2.178
C 1.469 1.815 -3.432
H 2.888 0.672 3.359
H 3.109 -0.762 2.324
H 1.666 -0.621 3.337
H 1.113 2.542 2.987
H -0.334 1.529 2.743
H 0.101 2.749 1.536
H 3.696 1.100 0.481
H 3.143 2.564 1.285
H 3.266 2.790 -1.268
H 1.646 3.110 -0.639
H 4.048 0.727 -2.508
H 3.060 -0.668 -2.973
H 3.584 -0.491 -1.293
H 2.353 2.407 -3.681
H 0.589 2.456 -3.410
H 1.339 1.040 -4.190
Cl -2.825 -6.804 2.033
C -1.799 -5.487 1.710
C -2.255 -4.466 0.859
C -1.444 -3.407 0.603
Cl -1.981 -2.154 -0.431
C -0.111 -3.299 1.187
O 0.660 -2.349 0.983
C 0.297 -4.403 2.045
Cl 1.859 -4.331 2.734
C -0.524 -5.458 2.299
H -3.242 -4.523 0.420
H -0.198 -6.262 2.946
O -2.490 -0.033 1.735
C -2.386 0.904 0.970
N -1.424 1.020 -0.038
C -1.503 2.286 -0.587
O -0.738 2.768 -1.405
C -2.656 3.009 0.040
C -3.161 4.272 -0.180
C -4.256 4.663 0.589
C -4.804 3.809 1.543
C -4.276 2.537 1.758
C -3.200 2.162 0.984
H -2.724 4.928 -0.924
H -4.686 5.647 0.445
H -5.651 4.142 2.130
H -4.693 1.869 2.502
S 1.962 -3.976 -3.152
C 0.911 -2.951 -4.028
C 0.446 -1.971 -3.220
N 0.916 -2.026 -1.924
C 1.721 -3.039 -1.753
H 0.691 -3.122 -5.071
H -0.236 -1.180 -3.506
H 2.212 -3.262 -0.813
```

Results
⟨S²⟩ = 6.04
LUMO (alpha / beta) = -2.27 / -5.47 eV
net charge = +1
F_max = 1.5 eV/Å
2S+1 = 5
E = -103192.9841 eV
HOMO level (alpha / beta) = -9.502 / -11.219 eV
orbital gap (alpha / beta) = 7.23 / 5.75 eV

Here are the Löwdin charges for atoms 1 to 6, given in e: 0.916 -0.246 0.752 -0.226 -0.394 -0.391